1.
{"formula": "C5H9N3", "method": "wB97M-V/def2-TZVPD", "elements": ["N", "N", "N", "C", "C", "C", "C", "C", "H", "H", "H", "H", "H", "H", "H", "H", "H"], "coordinates": [[1.053780, 0.923174, 0.454625], [-1.588410, -0.128322, 0.000185], [1.111776, -1.184933, -0.483439], [0.650328, -0.354082, 0.514660], [0.445912, -1.735295, -1.398511], [0.445328, -1.007412, 1.850790], [-1.539714, 0.896208, -0.591025], [-1.146644, 2.054176, -1.187530], [1.412019, -1.292470, 2.274095], [-1.389464, 2.988848, -0.697414], [-0.166581, -1.898363, 1.734306], [-0.620414, -1.547207, -1.533010], [0.967524, -2.402920, -2.079260], [-1.128924, 2.092835, -2.269498], [0.817958, 1.460629, 1.278716], [0.734204, 1.456716, -0.396817], [-0.058679, -0.321582, 2.529127]], "forces_ev_per_a": [[-0.47, -0.02, -0.11], [0.07, 0.01, -0.03], [-0.22, -0.11, -0.07], [0.30, 0.30, -0.03], [-0.07, 0.18, 0.03], [-0.18, 0.10, -0.09], [0.57, -0.33, 0.31], [-0.18, 0.25, -0.18], [-0.02, 0.04, -0.10], [0.00, -0.04, 0.07], [0.01, 0.03, -0.02], [0.06, -0.01, 0.05], [0.00, 0.00, 0.04], [0.03, -0.07, -0.01], [-0.01, -0.09, 0.02], [0.12, -0.26, 0.14], [0.00, -0.01, -0.03]], "lumo_energy_ev": [0.5, 0.5], "energy_ha": -360.0888, "e_homo_ha": [-0.2723, -0.2723], "homo_lumo_gap_ev": [7.95, 7.95], "total_charge": 0, "max_force_ha_per_bohr": 0.0142}


2.
{"formula": "C5H9N3", "method": "wB97M-V/def2-TZVPD", "elements": ["N", "N", "N", "C", "C", "C", "C", "C", "H", "H", "H", "H", "H", "H", "H", "H", "H"], "coordinates": [[-1.309245, 1.104539, 1.363845], [1.152499, 1.705926, 0.211920], [-0.204729, -1.649406, 0.610171], [2.315007, -1.373393, 0.097183], [0.250016, 1.106533, -0.430534], [-2.114410, 0.213004, -0.816019], [-1.103958, 0.660504, 0.196311], [0.885400, -1.427990, 0.289513], [-3.105516, 0.143466, -0.374833], [2.638316, -0.336172, 0.075830], [2.583704, -1.851033, -0.846029], [0.901897, 1.788217, 1.200245], [2.809710, -1.877903, 0.928152], [0.391407, 0.952406, -1.498790], [-2.139966, 0.899039, -1.675333], [-1.829032, -0.779889, -1.173423], [-2.121101, 0.722150, 1.841791]], "forces_ev_per_a": [[0.83, -0.99, 0.47], [0.37, -0.19, -0.25], [1.10, 0.01, -0.59], [0.48, 0.25, -0.30], [-0.86, 0.27, 0.75], [0.06, -0.96, 0.15], [0.09, 2.60, -0.80], [-1.14, -1.27, 1.04], [-0.06, 0.03, 0.00], [0.07, 0.10, -0.05], [0.04, 0.00, 0.09], [-0.34, 0.02, 0.02], [-0.08, -0.05, -0.09], [-0.07, -0.15, -0.11], [0.10, -0.09, 0.34], [-0.14, 0.08, -0.19], [-0.47, 0.36, -0.49]], "lumo_energy_ev": 0.8, "energy_ha": -360.1286, "smiles": "[H]/N=C\\C(C)=N\\[H].CC#N", "e_homo_ha": -0.3529, "homo_lumo_gap_ev": 10.41, "total_charge": 0, "max_force_ha_per_bohr": 0.0529}


3.
{"formula": "C5H9N3", "method": "wB97M-V/def2-TZVPD", "elements": ["N", "N", "N", "C", "C", "C", "C", "C", "H", "H", "H", "H", "H", "H", "H", "H", "H"], "coordinates": [[-0.241145, 0.176557, -1.451887], [0.887897, -0.206871, 1.154145], [-2.288330, -1.919334, 0.861410], [-1.105282, -1.862352, 0.909054], [-0.968215, 0.721689, -0.201556], [0.475811, 0.934922, 0.378046], [0.303260, -1.457319, 0.635650], [1.031558, 1.046600, -1.033347], [0.488622, 1.852111, 0.917238], [0.936101, -0.095272, 2.329044], [0.884647, 2.125068, -1.483141], [0.882488, -2.310356, 1.153045], [0.380225, -1.603417, -0.426537], [-1.522850, 1.633458, -0.431906], [-1.618939, -0.134894, 0.081227], [-0.530785, 0.530888, -2.333322], [2.004935, 0.568521, -1.057162]], "forces_ev_per_a": [[2.18, 1.67, 0.49], [0.18, -0.49, 2.90], [3.85, -0.70, 0.72], [-4.09, 0.94, -0.41], [0.66, -1.15, -2.43], [-2.54, 0.80, 0.92], [1.72, -2.85, 3.26], [-2.55, -0.14, -0.32], [0.58, 0.54, 0.94], [-0.62, -0.44, -4.76], [0.88, -2.08, 0.95], [-0.49, 1.16, -0.96], [0.48, 0.45, -0.33], [0.06, 0.05, 0.28], [0.38, 1.88, 0.43], [-0.85, 0.20, -0.79], [0.19, 0.18, -0.90]], "lumo_energy_ev": 0.8, "energy_ha": -360.0471, "smiles": "N#CCNC1CNC1", "e_homo_ha": -0.3390, "homo_lumo_gap_ev": 9.98, "total_charge": 0, "max_force_ha_per_bohr": 0.0937}


4.
{"formula": "C5H9N3", "method": "wB97M-V/def2-TZVPD", "elements": ["N", "N", "N", "C", "C", "C", "C", "C", "H", "H", "H", "H", "H", "H", "H", "H", "H"], "coordinates": [[-1.347335, -0.951680, -0.364775], [-2.224043, 0.611016, 1.185846], [0.655278, 1.775216, 0.937107], [-0.465857, -0.804382, -1.561542], [0.518190, -0.354244, -0.589745], [0.008695, 0.807274, 0.143328], [-1.243155, 0.257990, 0.337857], [1.764300, -1.088810, -0.254674], [2.608550, -0.572973, -0.727667], [1.317359, 2.357103, 0.443014], [-0.288828, -1.780779, -2.009178], [-0.804368, -0.070191, -2.300860], [-2.181672, 1.504808, 1.645277], [1.948700, -1.110649, 0.820942], [1.079663, 1.421799, 1.789056], [1.747880, -2.106036, -0.644435], [-3.093355, 0.104537, 1.150449]], "forces_ev_per_a": [[-1.09, 0.34, 0.21], [0.34, 0.03, -0.24], [0.19, 0.04, 0.19], [0.28, -0.12, 0.42], [0.12, 0.78, 0.05], [0.44, -0.28, -0.46], [-0.24, -0.85, -0.23], [0.04, -0.06, 0.02], [-0.07, 0.02, 0.03], [-0.12, -0.04, 0.03], [0.09, 0.07, 0.02], [-0.03, 0.03, 0.11], [0.00, -0.05, -0.04], [0.00, 0.07, -0.05], [0.02, 0.02, -0.06], [-0.05, 0.04, 0.01], [0.09, -0.03, -0.01]], "lumo_energy_ev": [0.7, 0.7], "energy_ha": -360.0662, "e_homo_ha": [-0.2384, -0.2384], "homo_lumo_gap_ev": [7.23, 7.23], "total_charge": 0, "max_force_ha_per_bohr": 0.0226}


5.
{"formula": "C5H9N3", "method": "wB97M-V/def2-TZVPD", "elements": ["N", "N", "N", "C", "C", "C", "C", "C", "H", "H", "H", "H", "H", "H", "H", "H", "H"], "coordinates": [[-0.741867, -1.863140, 1.627707], [-1.570292, 0.694976, -1.142672], [0.750714, 0.306026, -0.645778], [-0.497904, 0.940966, -0.447967], [1.902593, -1.784073, -0.025495], [0.872425, -0.967953, -0.221897], [-0.407058, 2.267382, 0.278718], [-0.605064, -1.349362, 0.456282], [-0.305386, 2.103872, 1.353384], [-1.785057, 1.374357, -1.876212], [-1.373304, -1.529896, -0.310746], [1.781591, -2.730176, 0.492710], [0.442183, 2.846120, -0.093149], [-1.301092, 2.866742, 0.096923], [1.605643, 0.854666, -0.661250], [-1.608546, -2.409222, 1.664275], [2.840422, -1.621285, -0.544831]], "forces_ev_per_a": [[0.92, 0.54, -1.26], [2.78, -1.51, -0.07], [0.25, 0.36, -0.12], [-1.48, 3.67, -3.13], [0.03, -0.16, -0.89], [-3.39, -1.84, 3.67], [0.23, 0.14, -0.14], [1.73, -3.17, -0.58], [0.16, 0.05, 0.01], [-1.03, 0.34, 1.38], [0.29, 0.49, 0.20], [-0.16, 0.28, -0.11], [0.24, -0.06, 0.26], [0.03, -0.30, 0.07], [-0.57, 0.26, 0.29], [-0.17, 0.73, 0.17], [0.14, 0.18, 0.25]], "lumo_energy_ev": -0.2, "energy_ha": -360.0299, "smiles": "[H]/N=C/C(=C)N/C(C)=N/[H]", "e_homo_ha": -0.3073, "homo_lumo_gap_ev": 8.16, "total_charge": 0, "max_force_ha_per_bohr": 0.1036}


6.
{"formula": "C5H9N3", "method": "wB97M-V/def2-TZVPD", "elements": ["N", "N", "N", "C", "C", "C", "C", "C", "H", "H", "H", "H", "H", "H", "H", "H", "H"], "coordinates": [[-1.291301, -0.662536, -0.894183], [-0.289309, 2.014251, -0.277622], [0.075640, -0.379099, -0.644479], [-1.821163, -0.722942, 0.588970], [2.093197, -0.832352, 0.025196], [0.490506, 0.803287, -0.124869], [1.806980, 0.608770, 0.138492], [0.940504, -1.394617, -0.285763], [-2.829868, -1.116627, 0.512193], [2.930945, -1.586375, -0.005622], [0.328265, 2.727526, -0.677687], [-1.709512, 0.388046, -1.042583], [2.440259, 1.388175, 0.388174], [-1.785227, 0.279300, 1.038136], [-1.278436, -1.559530, 1.083607], [-0.883088, 2.506346, 0.572009], [0.781610, -2.461628, -0.393968]], "forces_ev_per_a": [[-1.87, 3.72, 2.91], [-0.87, 1.04, 1.64], [-2.35, -1.75, 0.23], [-0.27, -1.75, -1.72], [1.99, 0.63, 0.69], [0.46, 1.35, -0.63], [0.81, -1.68, 0.47], [-1.47, -0.37, -1.98], [-0.43, 0.42, 0.14], [-0.24, 1.92, 0.72], [-0.59, -0.24, 0.31], [1.46, -3.06, -0.65], [1.34, 1.15, 0.54], [0.16, -0.66, 0.24], [0.01, 1.12, 0.02], [2.42, -2.24, -2.51], [-0.55, 0.39, -0.41]], "lumo_energy_ev": 0.8, "energy_ha": -360.0655, "smiles": "CNn1cccc1N", "e_homo_ha": -0.3043, "homo_lumo_gap_ev": 9.11, "total_charge": 0, "max_force_ha_per_bohr": 0.0989}


7.
{"formula": "C5H9N3O2", "method": "wB97M-V/def2-TZVPD", "elements": ["O", "O", "N", "N", "N", "C", "C", "C", "C", "C", "H", "H", "H", "H", "H", "H", "H", "H", "H"], "coordinates": [[-3.567827, -1.407244, -0.022100], [-2.868339, 0.755230, -0.313567], [-0.504134, 2.004524, -0.555872], [1.633716, 2.299968, 0.472986], [-1.490394, -0.702434, 0.499066], [0.329435, 1.805716, 0.355302], [1.380268, -2.756161, -0.279301], [0.874429, -1.351372, 0.058701], [-0.370342, -0.944801, 0.136200], [-2.759844, -0.528109, -0.035668], [0.538701, -3.433551, -0.086201], [2.306919, -2.898293, 0.402082], [1.875003, 2.415874, 1.443055], [-0.414002, 2.617256, -1.331603], [-0.083289, 1.222076, 1.216070], [1.915975, 3.020883, -0.170568], [1.410332, -0.460896, -0.221816], [1.779557, -2.854411, -1.271226], [-1.986164, 1.195736, -0.295544]], "forces_ev_per_a": [[-0.37, 0.46, -0.55], [-2.16, -0.08, -0.68], [-1.68, -0.82, 0.00], [-1.45, -0.91, 0.33], [0.66, -0.93, 0.96], [0.88, 1.07, 1.02], [0.92, 0.96, 2.39], [-0.09, 0.67, -1.65], [-0.36, -2.00, 0.54], [0.70, 0.54, 0.58], [0.72, -0.25, -0.02], [-1.71, -0.40, -0.85], [0.52, 0.16, -0.09], [0.94, 0.53, -0.58], [1.08, 0.35, -0.54], [-0.02, 0.11, 0.10], [1.18, 0.01, -0.02], [-0.23, 0.10, -0.64], [0.48, 0.42, -0.30]], "lumo_energy_ev": 0.5, "energy_ha": -510.6103, "smiles": "CC=C=NC(=O)O.[H]/N=C\\N", "e_homo_ha": -0.3151, "homo_lumo_gap_ev": 9.05, "total_charge": 0, "max_force_ha_per_bohr": 0.0531}


8.
{"formula": "C5H9N3O3", "method": "wB97M-V/def2-TZVPD", "elements": ["O", "O", "O", "N", "N", "N", "C", "C", "C", "C", "C", "H", "H", "H", "H", "H", "H", "H", "H", "H"], "coordinates": [[-2.797827, 0.343519, 0.017279], [2.785681, -0.157233, 1.087707], [1.183345, -1.904680, -0.237570], [-0.963580, -1.150832, -0.123781], [0.639723, 0.286797, -0.442498], [-0.541447, 0.939466, -0.143779], [2.242573, 0.757679, 0.312236], [0.406777, -0.988906, -0.262132], [-1.627724, -2.406499, 0.181840], [-1.607992, 0.099752, -0.109997], [-0.515673, 2.385178, -0.487092], [-0.019994, 2.920006, 0.417767], [-2.610163, -2.458143, -0.322160], [-1.771576, -2.436211, 1.215909], [1.921950, 1.591024, 0.826847], [0.081830, 2.625877, -1.482491], [-0.822789, -3.187771, -0.062526], [2.735624, -1.102205, 0.755142], [-1.466328, 2.696054, -0.477398], [2.747583, 1.147136, -0.663302]], "forces_ev_per_a": [[0.94, -0.08, -0.36], [0.05, -1.48, 0.36], [2.03, -1.54, 0.15], [-1.31, 0.45, -0.17], [3.19, 1.85, 0.77], [0.69, 3.45, -0.76], [-1.39, -0.22, -4.27], [-2.25, -1.71, -0.11], [1.64, -0.43, -1.62], [-0.03, -1.04, 0.75], [4.67, -0.97, 0.80], [-0.53, -0.69, -1.71], [0.79, -0.26, -0.02], [-0.47, -0.24, 1.74], [-0.58, 1.66, 1.51], [-1.41, -0.72, 2.06], [-1.70, 0.78, 0.02], [-0.19, 1.30, -0.26], [-3.61, 1.31, -0.45], [-0.53, -1.42, 1.59]], "lumo_energy_ev": 0.6, "energy_ha": -585.8601, "smiles": "Cn1c(=O)n(C)n(CO)c1=O", "e_homo_ha": -0.3259, "homo_lumo_gap_ev": 9.42, "total_charge": 0, "max_force_ha_per_bohr": 0.0941}